(1)
This record from OMol25 describes a single CH5N3O molecule. The level of theory is the ωB97M-V functional and the def2-TZVPD basis.

Last column: Löwdin charge in e.
CARTESIAN COORDINATES (ANGSTROEM)
C (0.549, -0.592, 0.424)  -0.61
H (-0.957, 1.595, 0.663)  0.09
H (-0.946, 1.161, -1.030)  0.09
H (1.581, 1.107, 0.127)  0.12
H (-0.809, -1.066, -1.195)  0.14
H (-0.595, -2.173, 0.245)  0.10
N (-0.389, 1.474, -0.187)  -0.04
N (0.717, 0.694, -0.179)  -0.10
N (-0.374, -1.331, -0.256)  0.14
O (1.223, -0.869, 1.387)  0.06

## Properties
Structure (SMILES): NNC(N)=O
HOMO-LUMO gap in eV: 9.885

(2)
This record from OMol25 describes 2 unconnected molecules or ions with the total composition CH5N3O2. The level of theory is the ωB97M-V functional and the def2-TZVPD basis.

Last column: Mulliken spin population.
CARTESIAN COORDINATES (ANGSTROEM)
C (0.399, 0.646, -0.555)  0.66
N (-0.116, -2.968, -0.305)  0.00
N (0.166, 0.758, 0.650)  1.02
N (0.818, -3.023, 0.451)  0.00
O (0.845, -2.166, 1.437)  0.01
O (-1.138, -2.084, -0.177)  0.02
H (0.256, 1.326, -1.386)  0.13
H (0.302, -1.423, 1.348)  0.00
H (0.797, -0.258, -0.983)  0.10
H (-0.478, 1.576, 1.059)  0.06
H (-1.676, -2.042, -0.969)  -0.01

## Properties
HOMO-LUMO gap (spin up / spin down) in eV: 6.617 / 7.573
Spin multiplicity: 3

(3)
This record from OMol25 describes a single CH5N3O2S molecule. The level of theory is the ωB97M-V functional and the def2-TZVPD basis.

Last column: Löwdin charge in e.
CARTESIAN COORDINATES (ANGSTROEM)
C (-1.054, -0.560, -0.618)  -0.06
N (-0.342, 0.467, -1.091)  -0.11
N (0.816, 0.232, 1.305)  -0.23
N (0.085, -0.896, 0.991)  -0.09
O (2.002, 1.339, -0.672)  -0.33
O (0.239, 2.557, 0.495)  -0.31
S (0.799, 1.308, 0.105)  0.58
H (-1.952, -0.305, -0.071)  0.10
H (-1.034, -1.524, -1.109)  0.10
H (0.332, 0.227, -1.810)  0.09
H (-0.562, -1.146, 1.741)  0.13
H (0.671, -1.699, 0.735)  0.13

## Properties
HOMO-LUMO gap in eV: 9.138

(4)
This record from OMol25 describes a single CH5N3O3 molecule. The level of theory is the ωB97M-V functional and the def2-TZVPD basis.

Last column: Löwdin charge in e.
CARTESIAN COORDINATES (ANGSTROEM)
C (0.195, 0.080, -0.307)  -0.37
H (-2.051, 0.845, 1.248)  0.09
H (0.374, -0.599, 1.567)  0.17
H (1.711, -0.341, -1.473)  0.12
H (2.662, -1.670, 0.479)  0.20
H (-2.293, 1.207, -1.616)  0.11
N (-0.350, -0.199, 0.902)  -0.04
N (1.622, -0.176, -0.458)  0.04
N (-0.527, 0.744, -1.240)  0.00
O (-1.151, 0.695, 1.519)  -0.04
O (1.593, -1.542, 0.201)  -0.17
O (-1.785, 0.956, -0.823)  -0.10

## Properties
Structure (SMILES): ON=C(NO)NO
HOMO-LUMO gap in eV: 8.555

Values of energy relative to the best compared isomer or geometry (same formula, charge and spin), in order: 0.5198; 1.9706; 3.3856; 4.3416, all in eV.